Model 1:
Entry from the OMol25 dataset: a structure of composition C2H3N4 (ωB97M-V/def2-TZVPD).

Geometry as ORCA input:
```
! RIJCOSX wB97M-V def2-TZVPD def2/J DEFGRID3
* xyz 1 1
C -1.166 -1.033 -0.366
C 1.313 0.017 -0.044
N -2.099 0.571 0.264
N -0.877 0.933 0.493
N -2.340 -0.557 -0.251
N -0.075 0.058 0.075
H 1.707 1.064 0.176
H 1.843 -0.583 0.703
H 1.696 -0.469 -1.052
*
```

Values from the calculation:
HOMO energy (spin up / spin down) = -17.426 / -17.229 eV
E_LUMO (spin up / spin down) = -9.997 / -10.113 eV
HOMO-LUMO gap (spin up / spin down) = 7.43 / 7.12 eV


Model 2:
Entry from the OMol25 dataset: a structure of composition C2H3N4 (ωB97M-V/def2-TZVPD).

Geometry as ORCA input:
```
! RIJCOSX wB97M-V def2-TZVPD def2/J DEFGRID3
* xyz 1 1
C -2.820 0.700 -0.185
C -1.694 -1.151 0.035
N -2.777 -0.588 0.078
N -1.758 1.335 0.036
N -0.759 0.548 0.091
N 0.511 0.765 0.069
H -1.258 -2.044 0.205
H 1.204 0.515 -0.617
H 1.039 1.437 0.647
*
```

Values from the calculation:
HOMO energy (spin up / spin down) = -15.618 / -14.991 eV
E_LUMO (spin up / spin down) = -7.698 / -6.661 eV
HOMO-LUMO gap (spin up / spin down) = 7.92 / 8.33 eV


Name the most stable of them. model 2.


Model 1:
Entry from the OMol25 dataset: an isolated molecule of C3H5BrS (ωB97M-V/def2-TZVPD).

Geometry as ORCA input:
```
! RIJCOSX wB97M-V def2-TZVPD def2/J DEFGRID3
* xyz 0 1
C 1.336 2.065 0.203
C -1.098 -0.401 -0.527
C -0.354 -1.607 -0.095
S -0.202 1.416 -0.095
Br -2.835 -0.201 0.136
H 1.514 3.033 -0.218
H 2.145 1.475 0.592
H 0.634 -1.603 -0.553
H -0.897 -2.490 -0.433
H -0.242 -1.687 0.990
*
```

Values from the calculation:
HOMO energy (spin up / spin down) = -8.298 / -7.761 eV
E_LUMO (spin up / spin down) = -0.588 / -0.801 eV
HOMO-LUMO gap (spin up / spin down) = 7.71 / 6.96 eV


Model 2:
Entry from the OMol25 dataset: an isolated molecule of C3H5BrS (ωB97M-V/def2-TZVPD).

Geometry as ORCA input:
```
! RIJCOSX wB97M-V def2-TZVPD def2/J DEFGRID3
* xyz 0 1
C 0.019 1.591 0.635
C -0.654 0.305 -0.177
C 0.150 -0.688 -0.850
S 1.478 -1.499 0.410
Br -2.530 -0.011 0.074
H -0.605 2.335 1.045
H 1.109 1.353 0.658
H -0.418 -1.453 -1.427
H 0.830 -0.309 -1.656
H 0.620 -1.625 1.288
*
```

Values from the calculation:
SMILES string = C=C(Br)CS
HOMO energy (spin up / spin down) = -8.633 / -8.362 eV
E_LUMO (spin up / spin down) = -0.469 / -0.352 eV
HOMO-LUMO gap (spin up / spin down) = 8.16 / 8.01 eV


Model 3:
Entry from the OMol25 dataset: an isolated molecule of C3H5BrS (ωB97M-V/def2-TZVPD).

Geometry as ORCA input:
```
! RIJCOSX wB97M-V def2-TZVPD def2/J DEFGRID3
* xyz 0 1
C 0.195 0.963 -0.067
C -0.633 -0.161 0.012
C -0.143 -1.617 0.185
S 2.008 1.729 -0.233
Br -2.489 -0.109 -0.014
H -0.269 1.846 -0.200
H 1.585 2.999 -0.373
H -0.155 -1.649 1.257
H 0.783 -1.803 -0.204
H -0.882 -2.197 -0.362
*
```

Values from the calculation:
SMILES string = C/C(Br)=C\S
HOMO energy = -8.692 eV
E_LUMO = 0.397 eV
HOMO-LUMO gap = 9.09 eV


Name the most stable of them. model 3.


Model 1:
Entry from the OMol25 dataset: a structure of composition C29H29Cl5I2MnN8O2P (ωB97M-V/def2-TZVPD).

Geometry as ORCA input:
```
! RIJCOSX wB97M-V def2-TZVPD def2/J DEFGRID3
* xyz -1 6
Mn 0.087 -0.831 -0.213
I 1.846 -6.549 3.701
C 1.837 -4.840 2.365
C 2.509 -3.722 3.050
C 2.011 -2.417 2.938
I 3.158 -0.887 3.774
C 0.928 -2.050 2.161
O 0.596 -0.852 1.789
C 0.167 -3.115 1.440
C -1.364 -2.871 1.549
N -1.866 -2.031 0.475
C -3.132 -1.371 0.752
C -3.417 -0.412 -0.376
C -4.634 -0.343 -1.039
C -4.752 0.525 -2.115
C -3.656 1.281 -2.501
C -2.483 1.142 -1.772
N -2.369 0.327 -0.730
C 0.417 -4.567 1.857
H 3.446 -3.901 3.554
H -1.570 -2.372 2.500
H -1.888 -3.836 1.571
H -1.941 -2.585 -0.375
H -3.015 -0.814 1.687
H -3.976 -2.064 0.884
H -5.457 -0.974 -0.731
H -5.680 0.590 -2.667
H -3.681 1.927 -3.367
H -1.583 1.679 -2.047
H -0.372 -4.991 2.474
Cl 2.959 -1.517 -0.613
C 2.148 -2.979 -0.101
C 0.642 -2.958 -0.051
C 0.287 -4.300 -0.578
Cl -1.018 -4.605 -1.656
C 0.665 -5.281 0.496
Cl -0.009 -6.902 0.348
C 2.219 -5.233 0.859
Cl 3.124 -6.711 0.543
C 2.887 -4.033 0.239
Cl 4.613 -4.005 0.259
C 2.799 4.323 0.083
N 2.222 3.016 -0.154
C 3.204 1.948 -0.219
P 0.639 2.708 0.224
O 0.369 1.270 0.000
N -0.179 3.823 -0.682
C 0.173 4.053 -2.078
C -1.568 4.154 -0.405
N 0.233 3.139 1.769
C 0.251 4.509 2.243
C 0.468 2.174 2.840
H 3.537 4.547 -0.693
H 3.305 4.376 1.055
H 2.035 5.097 0.047
H 3.892 2.135 -1.049
H 2.704 1.000 -0.383
H 3.783 1.880 0.708
H 1.185 3.712 -2.279
H 0.111 5.122 -2.303
H -0.508 3.526 -2.755
H -1.836 3.878 0.612
H -2.239 3.636 -1.096
H -1.718 5.232 -0.527
H 0.060 5.212 1.436
H 1.210 4.764 2.710
H -0.528 4.636 3.000
H 0.446 1.153 2.465
H -0.310 2.291 3.599
H 1.439 2.352 3.317
N -0.005 -0.692 -2.162
C -0.225 -0.519 -3.288
C -0.553 -0.085 -4.567
C -0.510 -0.947 -5.686
N -0.473 -1.643 -6.606
C -0.908 1.274 -4.702
N -1.187 2.392 -4.808
*
```

Values from the calculation:
HOMO energy (spin up / spin down) = -3.692 / -4.618 eV
E_LUMO (spin up / spin down) = 2.034 / 2.031 eV
HOMO-LUMO gap (spin up / spin down) = 5.73 / 6.65 eV


Model 2:
Entry from the OMol25 dataset: a structure of composition C29H29Cl5I2MnN8O2P (ωB97M-V/def2-TZVPD).

Geometry as ORCA input:
```
! RIJCOSX wB97M-V def2-TZVPD def2/J DEFGRID3
* xyz -1 6
Mn -0.765 -0.071 1.667
I 5.650 -1.289 5.216
C 3.623 -1.044 4.689
C 2.952 0.096 5.100
C 1.622 0.235 4.762
I 0.531 1.909 5.404
C 0.904 -0.720 3.997
O -0.337 -0.556 3.675
C 1.640 -1.879 3.627
C 0.906 -2.955 2.879
N 0.246 -2.458 1.665
C -0.692 -3.431 1.140
C -1.669 -2.828 0.168
C -2.277 -3.622 -0.797
C -3.232 -3.065 -1.629
C -3.555 -1.728 -1.452
C -2.902 -1.013 -0.467
N -1.972 -1.542 0.330
C 2.972 -2.028 3.967
H 3.454 0.857 5.681
H 0.117 -3.343 3.531
H 1.594 -3.779 2.650
H 0.956 -2.242 0.970
H -1.283 -3.796 1.986
H -0.200 -4.303 0.686
H -2.006 -4.666 -0.877
H -3.714 -3.657 -2.396
H -4.302 -1.243 -2.066
H -3.129 0.032 -0.296
H 3.509 -2.914 3.653
Cl -0.402 3.382 1.860
C -2.062 2.885 1.880
C -2.347 1.519 1.982
C -3.706 1.242 2.130
Cl -4.173 -0.414 2.425
C -4.717 2.199 2.099
Cl -6.379 1.763 2.286
C -4.377 3.534 1.912
Cl -5.601 4.744 1.817
C -3.033 3.884 1.823
Cl -2.596 5.543 1.630
C 2.343 -0.996 -2.277
N 1.183 -0.543 -3.040
C 0.396 -1.664 -3.538
P 0.254 0.673 -2.331
O -0.517 0.307 -1.122
N -0.802 1.091 -3.551
C -2.239 1.103 -3.320
C -0.319 1.606 -4.814
N 1.345 1.905 -2.105
C 0.751 3.119 -1.557
C 2.539 2.142 -2.899
H 3.091 -1.415 -2.956
H 2.079 -1.770 -1.547
H 2.787 -0.165 -1.741
H 1.010 -2.249 -4.228
H -0.480 -1.297 -4.071
H 0.059 -2.326 -2.730
H -2.515 1.764 -2.494
H -2.607 0.102 -3.086
H -2.738 1.452 -4.224
H 0.759 1.463 -4.872
H -0.537 2.674 -4.933
H -0.774 1.070 -5.653
H 0.514 3.836 -2.355
H -0.161 2.870 -1.019
H 1.440 3.593 -0.858
H 2.732 1.306 -3.567
H 3.407 2.277 -2.247
H 2.424 3.051 -3.502
N 1.127 0.589 1.311
C 2.279 0.472 1.255
C 3.646 0.277 1.141
C 4.525 1.367 1.002
N 5.236 2.266 0.846
C 4.097 -1.048 0.975
N 4.417 -2.146 0.801
*
```

Values from the calculation:
HOMO energy (spin up / spin down) = -4.717 / -4.893 eV
E_LUMO (spin up / spin down) = 2.001 / 1.998 eV
HOMO-LUMO gap (spin up / spin down) = 6.72 / 6.89 eV


Name the most stable of them. model 2.


Model 1:
Entry from the OMol25 dataset: the ion C2H7N2 with charge +1 (ωB97M-V/def2-TZVPD).

Geometry as ORCA input:
```
! RIJCOSX wB97M-V def2-TZVPD def2/J DEFGRID3
* xyz 1 1
C 0.543 0.641 -0.074
C -0.581 -0.076 -0.095
N -0.285 -1.546 -0.443
N 0.703 1.900 0.621
H 1.489 0.294 -0.582
H -1.568 0.264 0.175
H -0.325 -2.036 -1.352
H 0.673 -1.618 -0.112
H -1.072 -2.074 0.018
H 0.405 1.680 1.567
H 0.019 2.572 0.278
*
```

Values from the calculation:
SMILES string = N/C=C/[NH3+]
HOMO energy = -14.666 eV
E_LUMO = -4.055 eV
HOMO-LUMO gap = 10.61 eV


Model 2:
Entry from the OMol25 dataset: a structure of composition C2H7N2 (ωB97M-V/def2-TZVPD).

Geometry as ORCA input:
```
! RIJCOSX wB97M-V def2-TZVPD def2/J DEFGRID3
* xyz 1 1
C 0.912 -0.288 -0.154
C -0.791 0.627 0.305
N 0.571 1.031 0.287
N -0.420 -0.454 -0.676
H 1.802 -0.625 -0.765
H 1.093 -1.671 1.062
H -1.077 0.092 1.176
H -1.525 1.328 -0.158
H 1.102 1.361 1.154
H -0.685 -0.088 -1.653
H -0.983 -1.313 -0.577
*
```

Values from the calculation:
HOMO energy = -14.316 eV
E_LUMO = -4.549 eV
HOMO-LUMO gap = 9.77 eV


Name the most stable of them. model 1.